C3H12N2O3 | ωB97M-V/def2-TZVPD

The geometry in XYZ format:
```
20
Properties=species:S:1:pos:R:3:forces:R:3
C -2.0388 1.8928 -0.7407 -0.156 -1.359 0.902
N -1.9672 0.3956 -0.6653 0.602 0.637 1.588
C -0.6075 -0.0509 -0.1378 -0.767 1.319 -2.293
C -0.6202 -1.5357 0.0221 -0.132 -0.759 0.893
N 0.4347 -2.2412 -0.5357 -0.131 2.710 -0.257
O -1.4651 -2.0522 0.7301 0.436 -0.222 -0.504
H -1.3466 2.2653 -1.4295 1.160 0.247 -1.454
H -1.7730 2.4609 0.1672 -0.513 -0.455 0.213
H -3.0173 2.1232 -1.1188 -0.503 0.363 0.123
H -2.7067 0.1119 0.0095 0.923 -0.029 -0.584
H -0.3117 0.4080 0.8165 -0.052 -0.056 -0.225
H 0.1045 0.2864 -0.9522 -0.504 -0.354 1.154
H 1.0446 -1.8361 -1.2092 -0.098 0.764 -0.554
H 0.6059 -3.1789 -0.4759 -0.401 -2.897 0.696
O 2.5451 -0.9134 1.1790 -0.172 -0.940 0.019
H 2.0960 -1.3564 0.4191 0.237 0.133 1.281
H 2.3067 -1.3996 2.0005 0.096 0.459 -1.078
O 2.0152 1.6085 0.3405 0.240 0.185 0.033
H 2.2647 2.2620 1.0143 0.031 -0.591 -0.339
H 2.4367 0.7497 0.5664 -0.296 0.847 0.385
```
Forces are in eV/Å.

Calculated values
Multiplicity: 1
Orbital gap (eV): 9.581
Net charge: 0
SMILES: CNCC(N)=O.O.O
Electronic energy (eV): -12428.1425
HOMO (Ha): -0.3349
Energy relative to the best compared isomer or geometry (same formula, charge and spin) (kcal per mole): 27.8